The following is a quantum chemistry calculation of a single C8H9NO2Se molecule at a distorted geometry, from the OMol25 dataset.

Each line ends with the natural charge from an NBO analysis.
Geometry (Å):
C -0.714 -0.911 0.401  -0.183
N 3.114 0.150 0.271  0.342
C 1.980 -0.149 -0.338  -0.023
O 3.932 1.008 0.044  -0.507
H -4.193 0.924 0.249  0.226
C -3.204 0.389 0.137  -0.222
H -2.202 2.196 0.735  0.220
C 1.545 0.785 -1.421  -0.695
C -1.846 -1.636 -0.040  -0.237
H -1.578 -2.731 -0.103  0.223
C -0.852 0.452 0.715  -0.259
H 0.620 1.377 -1.042  0.234
H 1.221 0.340 -2.387  0.240
O 3.419 -0.716 1.257  -0.532
H 4.352 -0.464 1.433  0.492
H 0.113 0.815 0.996  0.226
H -3.980 -1.620 -0.108  0.220
Se 1.016 -1.781 0.373  0.377
H 2.409 1.457 -1.587  0.261
C -2.071 1.107 0.492  -0.194
C -3.081 -0.994 -0.079  -0.209

Cartesian forces (eV/Å) of the 3 atoms listed first:
C -1.3 0.4 -0.9
N -3.1 -1.8 -1.2
C 0.1 -0.8 0.5

Computed properties:
net charge: 0
lowest unoccupied orbital energy: 0.0232 Eh
HOMO: -8.14 eV
maximum force: 3.82 eV/A